# 1
This record from OMol25 describes a cluster of 2 separate species, FH3OSi in total. The level of theory is ωB97M-V with the def2-TZVPD basis set.

Output
Energy above the lowest of the compared OMol25 structures with the same formula, charge and spin   3.8539 eV
E_tot   -12689.9984 eV
Kohn-Sham gap   0.353 Eh
Molecular weight   66.107 g/mol

```
! wB97M-V def2-TZVPD RIJCOSX def2/J DEFGRID3
* xyz 0 1
Si -0.317 -0.501 0.100
F 1.988 0.344 -0.011
O -0.908 0.977 -0.011
H -0.328 1.740 -0.464
H 0.308 -1.147 1.231
H -0.743 -1.412 -0.845
*
```

***

# 2
This record from OMol25 describes a cluster of 2 separate species, FH3OSi in total. The level of theory is ωB97M-V with the def2-TZVPD basis set.

Output
Energy above the lowest of the compared OMol25 structures with the same formula, charge and spin   3.6901 eV
E_tot   -12690.1622 eV
Kohn-Sham gap   0.370 Eh
Structure (SMILES)   O=[SiH2].F
Molecular weight   66.107 g/mol

```
! wB97M-V def2-TZVPD RIJCOSX def2/J DEFGRID3
* xyz 0 1
Si -0.507 0.303 0.053
F 1.435 -3.547 1.478
O 0.916 0.658 -0.469
H 1.956 -2.933 0.891
H -1.237 0.440 1.296
H -1.308 -0.372 -0.965
*
```

***

# 3
This record from OMol25 describes a structure of composition FH3P2S. The level of theory is ωB97M-V with the def2-TZVPD basis set.

Output
Energy above the lowest of the compared OMol25 structures with the same formula, charge and spin   0.3527 eV
E_tot   -32178.8802 eV
Kohn-Sham gap   0.364 Eh
Molecular weight   116.037 g/mol

```
! wB97M-V def2-TZVPD RIJCOSX def2/J DEFGRID3
* xyz 0 1
S -1.852 -1.054 0.741
P 0.104 -0.943 -0.090
P -1.458 0.472 -0.712
F -1.124 1.712 0.286
H 2.250 1.164 0.238
H 2.207 0.497 0.675
H -0.127 -1.848 -1.138
*
```

***

# 4
This record from OMol25 describes a cluster of 2 separate species, FH4N2PS in total. The level of theory is ωB97M-V with the def2-TZVPD basis set.

Output
Energy above the lowest of the compared OMol25 structures with the same formula, charge and spin   5.2749 eV
E_tot   -25883.9389 eV
Kohn-Sham gap (alpha / beta)   0.203 / 0.203 Eh
Molecular weight   114.085 g/mol

```
! wB97M-V def2-TZVPD RIJCOSX def2/J DEFGRID3
* xyz 0 1
S -2.716 0.510 0.915
P -0.980 0.001 0.149
F -0.956 0.168 -1.530
N 1.957 1.446 0.355
N -0.618 -1.652 0.081
H 0.193 -1.733 -0.604
H 2.008 1.064 -0.625
H 1.587 2.428 0.419
H -0.475 -2.232 0.840
*
```

***

# 5
This record from OMol25 describes the molecule FH5N3P. The level of theory is ωB97M-V with the def2-TZVPD basis set.

Output
Energy above the lowest of the compared OMol25 structures with the same formula, charge and spin   1.0894 eV
E_tot   -16558.2311 eV
Kohn-Sham gap   0.373 Eh
Structure (SMILES)   N=P(N)(N)F
Molecular weight   97.033 g/mol

```
! wB97M-V def2-TZVPD RIJCOSX def2/J DEFGRID3
* xyz 0 1
P 0.607 0.242 -0.241
F 1.690 1.376 0.386
N 0.558 -0.842 1.028
N 1.123 -0.490 -1.482
N -1.173 1.127 -0.076
H 0.900 -1.727 0.635
H -0.350 -0.805 1.400
H 2.081 -0.541 -1.731
H -1.040 1.435 0.902
H -1.341 1.809 -0.841
*
```

***

# 6
This record from OMol25 describes a cluster of 2 separate species, FH5Si2 in total. The level of theory is ωB97M-V with the def2-TZVPD basis set.

Output
Energy above the lowest of the compared OMol25 structures with the same formula, charge and spin   3.2692 eV
E_tot   -18550.3572 eV
Kohn-Sham gap (alpha / beta)   0.239 / 0.281 Eh
Molecular weight   80.210 g/mol

```
! wB97M-V def2-TZVPD RIJCOSX def2/J DEFGRID3
* xyz 0 1
Si -2.028 -0.700 0.073
Si 1.887 0.607 0.241
F 2.009 -0.871 -0.556
H -1.798 -0.689 -1.269
H -1.774 0.599 0.645
H -3.081 -1.511 0.563
H 3.038 1.119 1.169
H 1.747 1.447 -0.865
*
```

***

# 7
This record from OMol25 describes the molecule FHN2O2. The level of theory is ωB97M-V with the def2-TZVPD basis set.

Output
Energy above the lowest of the compared OMol25 structures with the same formula, charge and spin   0.5381 eV
E_tot   -9802.5192 eV
Kohn-Sham gap   0.411 Eh
Structure (SMILES)   O=[N+]([O-])NF
Molecular weight   80.018 g/mol

```
! wB97M-V def2-TZVPD RIJCOSX def2/J DEFGRID3
* xyz 0 1
F 1.500 -0.628 0.108
O -1.269 -1.129 -0.080
O -1.093 0.827 0.792
N 0.651 0.086 -0.679
N -0.794 -0.111 0.172
H 1.005 0.955 -0.312
*
```

***

# 8
This record from OMol25 describes a cluster of 2 separate species, FHN2O3 in total. The level of theory is ωB97M-V with the def2-TZVPD basis set.

Output
Energy above the lowest of the compared OMol25 structures with the same formula, charge and spin   0.3249 eV
E_tot   -11850.4203 eV
Kohn-Sham gap   0.322 Eh
Structure (SMILES)   O=N[N+](=O)[O-].F
Molecular weight   96.017 g/mol

```
! wB97M-V def2-TZVPD RIJCOSX def2/J DEFGRID3
* xyz 0 1
F 3.260 1.202 0.306
O -1.760 -0.818 1.133
O -1.772 -1.638 -0.871
O -0.194 1.054 0.136
N -0.471 0.199 -0.589
N -1.467 -0.879 -0.032
H 2.405 0.881 -0.082
*
```

***

# 9
This record from OMol25 describes a cluster of 2 separate species, FHN2O3 in total. The level of theory is ωB97M-V with the def2-TZVPD basis set.

Output
Energy above the lowest of the compared OMol25 structures with the same formula, charge and spin   3.0817 eV
E_tot   -11847.6635 eV
Kohn-Sham gap (alpha / beta)   0.333 / 0.338 Eh
Molecular weight   96.017 g/mol

```
! wB97M-V def2-TZVPD RIJCOSX def2/J DEFGRID3
* xyz 0 1
F 0.862 -1.649 -0.705
O 1.642 0.887 0.269
O -1.203 -0.563 0.558
O -0.299 1.089 -0.700
N 0.578 0.651 -0.029
N -0.038 -0.532 0.791
H -1.542 0.117 -0.184
*
```

***

# 10
This record from OMol25 describes a cluster of 2 separate species, FHNO3P in total. The level of theory is ωB97M-V with the def2-TZVPD basis set.

Output
Energy above the lowest of the compared OMol25 structures with the same formula, charge and spin   1.0663 eV
E_tot   -19653.2766 eV
Kohn-Sham gap   0.178 Eh
Molecular weight   112.984 g/mol

```
! wB97M-V def2-TZVPD RIJCOSX def2/J DEFGRID3
* xyz -2 1
P 0.872 0.168 1.582
F -2.157 -0.292 -2.844
O -0.213 -0.173 2.545
O 1.442 1.559 1.632
O 1.751 -0.901 0.988
N -1.066 -0.607 -1.972
H -0.628 0.246 -1.931
*
```

***

# 11
This record from OMol25 describes a cluster of 2 separate species, FHNO3P in total. The level of theory is ωB97M-V with the def2-TZVPD basis set.

Output
Energy above the lowest of the compared OMol25 structures with the same formula, charge and spin   1.1898 eV
E_tot   -19653.1531 eV
Kohn-Sham gap   0.198 Eh
Molecular weight   112.984 g/mol

```
! wB97M-V def2-TZVPD RIJCOSX def2/J DEFGRID3
* xyz -2 1
P 0.438 1.152 0.982
F -0.400 -2.327 -2.189
O -0.870 1.290 1.662
O 0.774 1.993 -0.189
O 1.651 0.647 1.648
N -0.376 -1.711 -0.804
H -1.216 -1.043 -1.110
*
```

***

# 12
This record from OMol25 describes a cluster of 2 separate species, FHNOS in total. The level of theory is ωB97M-V with the def2-TZVPD basis set.

Output
Energy above the lowest of the compared OMol25 structures with the same formula, charge and spin   1.6055 eV
E_tot   -17104.6684 eV
Kohn-Sham gap (alpha / beta)   0.279 / 0.279 Eh
Molecular weight   82.079 g/mol

```
! wB97M-V def2-TZVPD RIJCOSX def2/J DEFGRID3
* xyz -1 1
S 1.190 -0.008 -0.835
F -1.745 -0.097 0.090
O 0.046 -0.906 1.538
N -0.167 0.024 0.823
H 0.676 0.988 -1.616
*
```

***

Which value of E_tot does entry 1 give? -12689.9984 eV

***

Which of these has the lowest energy above the lowest of the compared OMol25 structures with the same formula, charge and spin? number 8